No. 1
The following is a DFT calculation (ωB97M-V/def2-TZVPD) of a cluster of 2 separate species, C5H13NO in total.

Summary:
Charge = 0
Highest occupied orbital energy = -0.2905 Ha
SMILES string = CC/C=C/NC.O
Energy = -328.26641 hartree
Frontier orbital gap = 8.68 eV

Last column: Mulliken charge in e.
Positions of all 20 atoms, in Å:
C  -1.21866  2.28554  -1.44698  -1.365
C  -1.89732  1.40549  -0.38840  -0.136
C  -0.95718  0.59434  0.43762  -0.455
C  0.36278  0.49421  0.32628  -0.140
N  1.14892  -0.37252  1.04126  -0.260
C  0.59907  -1.44492  1.83057  -1.085
H  -0.53505  3.04452  -1.06519  0.343
H  -1.87621  2.68604  -2.22140  0.329
H  -0.46580  1.67805  -1.97649  0.334
H  -2.47812  2.09506  0.22046  0.262
H  -2.59953  0.76889  -0.92928  0.266
H  -1.43614  -0.09076  1.12982  0.297
H  0.85878  1.18677  -0.34192  0.322
H  2.15014  -0.33858  1.03669  0.248
H  0.26228  -1.11641  2.81910  0.341
H  -0.25565  -1.91467  1.33419  0.357
H  1.35823  -2.20549  1.99965  0.348
O  1.44275  -2.39041  -1.41663  -0.685
H  2.24605  -2.84687  -1.15656  0.292
H  1.28702  -1.73843  -0.71522  0.387

No. 2
The following is a DFT calculation (ωB97M-V/def2-TZVPD) of a cluster of 2 separate species, C5H13NO in total.

Summary:
Charge = 0
Highest occupied orbital energy = -0.3612 Ha
SMILES string = CCC(N)=O.CC
Energy = -328.25453 hartree
Frontier orbital gap = 10.72 eV

Last column: Mulliken charge in e.
Positions of all 20 atoms, in Å:
C  -1.35117  -1.21592  0.72249  -1.188
C  -2.11122  0.01330  0.39518  0.145
C  -1.08602  0.97946  0.10210  0.347
N  -1.35979  2.10747  -0.80991  -0.433
O  0.00919  1.05434  0.58078  -0.560
H  -0.56279  -1.49961  0.01470  0.253
H  -1.77550  -2.14799  1.01199  0.416
H  -0.70408  -1.02943  1.66778  0.247
H  -2.75092  -0.20862  -0.58695  0.223
H  -2.70305  0.32821  1.31327  0.208
H  -0.57051  2.72797  -0.85942  0.230
H  -2.21734  2.42203  -1.13504  0.154
C  2.27329  -0.61231  -0.14932  -0.393
C  3.06759  -1.83772  -0.70392  -0.916
H  2.76965  0.34441  -0.30858  0.373
H  1.19856  -0.54277  -0.51729  -0.084
H  2.09148  -0.86000  0.95541  0.192
H  4.17417  -1.85370  -0.74097  0.322
H  2.96537  -2.09296  -1.86496  0.226
H  2.77517  -2.73547  -0.12596  0.238

No. 3
The following is a DFT calculation (ωB97M-V/def2-TZVPD) of a cluster of 2 separate species, C5H13NO in total.

Summary:
Charge = 0
Highest occupied orbital energy = -0.3054 Ha
SMILES string = C=C(N)CCC.O
Energy = -328.27558 hartree
Frontier orbital gap = 9.19 eV

Last column: Mulliken charge in e.
Positions of all 20 atoms, in Å:
C  1.54927  -1.01142  -0.94482  -1.096
C  1.45733  -0.09580  0.00986  0.944
N  2.38295  0.13916  1.02431  -0.526
C  0.30891  0.91859  0.04832  -0.944
C  -1.06218  0.25323  0.20809  -0.168
C  -1.36167  -0.06922  1.66921  -1.385
H  0.85672  -0.99979  -1.77540  0.039
H  2.36235  -1.69288  -1.13313  0.330
H  1.98851  0.58468  1.83588  0.252
H  3.03263  -0.59349  1.29290  0.227
H  0.37802  1.55291  -0.84105  0.308
H  0.48371  1.63040  0.85847  0.356
H  -1.03996  -0.64463  -0.40016  0.476
H  -1.90279  0.85551  -0.15115  0.192
H  -1.62175  0.81903  2.24424  0.309
H  -0.47306  -0.52919  2.12484  0.294
H  -2.12955  -0.82867  1.82279  0.387
O  -1.83406  -0.41339  -2.80769  -0.653
H  -2.44252  0.20149  -2.38742  0.318
H  -0.93287  -0.07652  -2.69808  0.338

No. 4
The following is a DFT calculation (ωB97M-V/def2-TZVPD) of an isolated molecule of C5H13NO.

Summary:
Charge = 0
Highest occupied orbital energy = -0.3035 Ha
SMILES string = CCCNCCO
Energy = -328.24716 hartree
Frontier orbital gap = 9.33 eV

Last column: Mulliken charge in e.
Positions of all 20 atoms, in Å:
C  0.29390  -2.18218  1.36294  -1.030
C  -1.01679  -1.41975  1.41825  -0.430
C  -1.16979  -0.66029  0.11118  -0.751
N  -0.19338  0.35797  -0.18386  0.074
C  -0.06900  1.17004  -1.33333  -0.704
C  0.85848  2.30525  -1.08874  -0.495
O  2.18678  1.75682  -0.77554  -0.514
H  0.48464  -2.93837  0.61421  0.324
H  0.56429  -2.68170  2.30389  0.312
H  1.07717  -1.44649  1.12239  0.254
H  -1.86298  -2.03980  1.71395  0.321
H  -0.96422  -0.54729  2.08951  0.247
H  -2.10614  -0.05091  0.12390  0.369
H  -1.20955  -1.33724  -0.75631  0.347
H  0.01942  0.82370  0.69270  0.171
H  -1.05592  1.55541  -1.71613  0.270
H  0.31715  0.61835  -2.22326  0.319
H  0.46180  2.89821  -0.25445  0.303
H  1.12296  2.90246  -1.95041  0.311
H  2.26119  0.91581  -1.27087  0.303

No. 5
The following is a DFT calculation (ωB97M-V/def2-TZVPD) of an isolated molecule of C5H13NO.

Summary:
Charge = 0
Highest occupied orbital energy = -0.3386 Ha
SMILES string = C[C@H](N)CCCO
Energy = -328.27609 hartree
Frontier orbital gap = 10.08 eV

Last column: Mulliken charge in e.
Positions of all 20 atoms, in Å:
C  0.34351  1.19253  -2.42028  -1.398
C  -0.33265  0.49450  -1.23423  0.266
N  -1.57765  1.18021  -0.91577  -0.652
C  0.70461  0.29580  -0.11625  -0.692
C  0.15126  0.23753  1.32770  -0.694
C  -0.07731  -1.16864  1.88799  -0.543
O  0.91884  -2.05019  1.35873  -0.514
H  0.40641  2.27300  -2.25959  0.356
H  1.34756  0.79387  -2.53638  0.349
H  -0.22343  1.04846  -3.34195  0.353
H  -0.64518  -0.44759  -1.69154  0.258
H  -1.41101  1.98993  -0.32692  0.283
H  -2.25145  0.59474  -0.42993  0.262
H  1.16756  1.29210  -0.10300  0.353
H  1.37500  -0.51853  -0.34647  0.422
H  0.88416  0.74129  1.95296  0.347
H  -0.82073  0.72090  1.36281  0.306
H  -1.05595  -1.53327  1.54585  0.290
H  -0.01170  -1.15892  2.97157  0.352
H  0.77652  -2.93291  1.70579  0.297

No. 6
The following is a DFT calculation (ωB97M-V/def2-TZVPD) of an isolated molecule of C5H13NO.

Summary:
Charge = 0
Highest occupied orbital energy = -0.3371 Ha
SMILES string = CCC[C@H](N)CO
Energy = -328.25745 hartree
Frontier orbital gap = 10.19 eV

Last column: Mulliken charge in e.
Positions of all 20 atoms, in Å:
C  -0.93373  1.78399  -1.39293  -1.071
C  -0.74612  0.26012  -1.71860  -0.336
C  -0.69058  -0.61330  -0.46900  -0.943
C  0.28380  -0.23792  0.68701  0.533
N  1.68550  -0.09190  0.23675  -0.519
C  0.36761  -1.32049  1.78659  -0.803
O  0.93780  -0.68891  2.98323  -0.532
H  -0.97644  2.38007  -2.29567  0.353
H  -0.34019  2.08005  -0.52224  0.262
H  -1.96664  1.91738  -1.00415  0.279
H  0.22705  0.14595  -2.30426  0.232
H  -1.50586  -0.00953  -2.46086  0.371
H  -0.64763  -1.72174  -0.60152  0.385
H  -1.71288  -0.56033  0.00191  0.320
H  -0.15156  0.73701  0.98615  0.054
H  1.77232  -0.25543  -0.75716  0.183
H  2.25386  0.68556  0.54244  0.201
H  0.96660  -2.19304  1.51113  0.401
H  -0.67593  -1.47525  2.09883  0.306
H  1.85300  -0.82229  2.69234  0.325

No. 7
The following is a DFT calculation (ωB97M-V/def2-TZVPD) of a cluster of 2 separate species, C5H13NO in total.

Summary:
Charge = 0
Highest occupied orbital energy = -0.2933 Ha
SMILES string = CN1CCCC1.O
Energy = -328.26673 hartree
Frontier orbital gap = 8.74 eV

Last column: Mulliken charge in e.
Positions of all 20 atoms, in Å:
C  -0.49785  -2.09957  0.24735  -0.959
N  -0.75032  -0.71072  0.61704  -0.071
C  0.21513  -0.10261  1.54093  -0.628
C  0.30809  1.38245  1.18850  -0.486
C  -0.57857  1.60488  -0.03063  -0.391
C  -1.07408  0.19331  -0.45641  -0.642
H  0.44257  -2.11238  -0.32704  0.361
H  -1.31840  -2.51447  -0.32363  0.298
H  -0.34152  -2.61397  1.19214  0.321
H  1.19852  -0.59053  1.37605  0.260
H  -0.04555  -0.33531  2.56285  0.349
H  1.31950  1.61730  0.86663  0.266
H  0.01896  2.00483  2.03218  0.287
H  -1.37381  2.34091  0.01648  0.358
H  0.03539  1.87553  -0.89330  0.173
H  -2.13894  0.29592  -0.70958  0.248
H  -0.61508  -0.16142  -1.39341  0.251
O  1.67310  -0.39424  -2.63914  -0.637
H  2.15146  0.34671  -3.04674  0.321
H  1.37140  -0.02662  -1.82028  0.319

No. 8
The following is a DFT calculation (ωB97M-V/def2-TZVPD) of a cluster of 2 separate species, C5H13NO in total.

Summary:
Charge = 0
Highest occupied orbital energy = -0.3590 Ha
SMILES string = CC(N)=O.CCC
Energy = -328.29917 hartree
Frontier orbital gap = 10.57 eV

Last column: Mulliken charge in e.
Positions of all 20 atoms, in Å:
C  1.40338  -1.63365  1.64641  -0.867
C  1.93302  -2.34460  0.45839  0.605
N  2.48033  -1.61184  -0.56080  -0.385
O  1.80204  -3.55376  0.34054  -0.605
H  1.70273  -0.57918  1.70141  0.290
H  1.83412  -1.99008  2.58765  0.308
H  0.33091  -1.69532  1.80037  0.219
H  2.83643  -2.08146  -1.36372  0.225
H  2.92504  -0.74340  -0.31109  0.212
C  -0.53394  1.47708  -1.30508  -1.182
C  -1.31828  1.06546  -0.09236  0.031
C  -2.75592  1.73271  -0.13759  -1.077
H  0.55680  1.53579  -1.24790  0.299
H  -0.78871  2.44877  -1.74079  0.359
H  -0.76563  0.81896  -2.15509  0.281
H  -1.48490  -0.00170  0.00295  0.217
H  -0.86446  1.47280  0.81319  0.195
H  -2.76504  2.60042  -0.79061  0.302
H  -3.44446  0.96114  -0.47434  0.267
H  -3.08346  2.12188  0.82848  0.305

No. 9
The following is a DFT calculation (ωB97M-V/def2-TZVPD) of a cluster of 2 separate species, C5H13NO in total.

Summary:
Charge = 0
Highest occupied orbital energy = -0.3629 Ha
SMILES string = CC(N)=O.CCC
Energy = -328.30560 hartree
Frontier orbital gap = 10.67 eV

Last column: Mulliken charge in e.
Positions of all 20 atoms, in Å:
C  -0.62697  -2.14819  2.28059  -1.117
C  -1.25259  -1.71327  1.00726  0.758
N  -2.01497  -0.57380  1.07669  -0.382
O  -1.14533  -2.29287  -0.06033  -0.631
H  0.14901  -2.88090  2.08212  0.298
H  -1.34910  -2.73595  2.84917  0.329
H  -0.28967  -1.31215  2.88590  0.341
H  -2.39080  -0.16810  0.24319  0.236
H  -2.05340  0.01637  1.89289  0.180
C  1.73099  0.62708  -2.17618  -1.310
C  0.81724  0.78359  -0.97710  0.303
C  0.41864  2.21171  -0.64685  -1.235
H  2.34869  1.51779  -2.27841  0.338
H  1.12308  0.43092  -3.07234  0.312
H  2.28463  -0.31104  -2.23921  0.348
H  -0.07558  0.18622  -1.16813  0.088
H  1.29876  0.39452  -0.07484  0.186
H  1.14271  2.68026  0.03218  0.312
H  0.43208  2.91490  -1.48886  0.344
H  -0.54741  2.37292  -0.16773  0.302

No. 10
The following is a DFT calculation (ωB97M-V/def2-TZVPD) of an isolated molecule of C5H13NO.

Summary:
Charge = 0
Highest occupied orbital energy = -0.3127 Ha
SMILES string = CCN(C)CCO
Energy = -328.26454 hartree
Frontier orbital gap = 9.47 eV

Last column: Mulliken charge in e.
Positions of all 20 atoms, in Å:
C  1.16011  -2.05571  1.47261  -1.112
C  0.71440  -0.62793  1.26745  -0.315
N  0.62940  -0.27231  -0.13802  0.026
C  1.91685  -0.08323  -0.79813  -1.125
C  -0.20832  0.89451  -0.37038  -0.690
C  -1.68759  0.54084  -0.43866  -0.472
O  -2.39006  1.59420  -1.10722  -0.519
H  0.40113  -2.80531  1.29154  0.302
H  1.98194  -2.25722  0.77398  0.261
H  1.69571  -2.22809  2.40321  0.362
H  -0.28161  -0.45813  1.67517  0.287
H  1.37961  0.03822  1.83761  0.277
H  2.63871  -0.84122  -0.50654  0.351
H  2.36649  0.88404  -0.53246  0.371
H  1.77917  -0.18476  -1.86791  0.331
H  0.09531  1.41761  -1.27540  0.477
H  -0.03707  1.61710  0.44273  0.270
H  -1.81490  -0.38878  -0.98421  0.274
H  -2.05119  0.47990  0.58544  0.330
H  -3.22974  1.72650  -0.65426  0.316